42
Properties=species:S:1:pos:R:3 method="wB97M-V/def2-TZVPD" max_force_ev_per_a=3.22 lumo_energy_ev=-8.44 spin_multiplicity=1 charge=+2 orbital_gap_ev=5.754
C 1.4500 -2.9432 2.5648
C 0.9739 -3.5169 1.2864
O 0.3139 -4.4871 1.1704
O 1.3725 -2.9018 0.0569
C 0.3684 -2.1870 -0.5088
O -0.7753 -2.3419 -0.1367
C 0.6490 -1.1752 -1.6310
C -0.4845 -0.1917 -1.5861
C -0.6865 0.7514 -0.6089
C 0.3209 0.9222 0.5021
C 1.6957 1.4333 -0.0284
C 2.8985 0.7153 0.6206
N 3.4629 1.4306 1.7805
C -1.8695 1.5851 -0.6823
C -2.1753 2.6046 0.3832
C -2.2600 2.0167 1.7993
F -1.3630 2.6510 2.6423
C -2.7412 1.4404 -1.7266
C -2.5381 0.4752 -2.7400
N -3.3170 0.1872 -3.7849
S -2.6221 -1.0141 -4.5683
N -1.3200 -1.2547 -3.6372
C -1.4001 -0.3430 -2.6539
H 0.6126 -2.5529 3.1333
H 2.2376 -2.2162 2.4060
H 1.8653 -3.7866 3.1089
H 0.6363 -1.7071 -2.5907
H 1.6320 -0.7267 -1.5380
H 0.4890 -0.0527 0.9647
H -0.0018 1.6139 1.2639
H 1.7318 1.3628 -1.1115
H 1.8012 2.4895 0.1962
H 2.5982 -0.2686 0.9805
H 3.6960 0.5739 -0.1035
H 2.6825 1.7818 2.3290
H 3.8899 2.2756 1.4135
H -3.1699 2.9836 0.1698
H -1.5172 3.4686 0.3454
H -3.2555 2.1090 2.2142
H -1.9634 0.9698 1.7742
H -3.6277 2.0556 -1.7670
Sr -0.2897 -4.2299 -1.7019